[1]
Molecular formula: C8H9N2OS
Method: DFT, wB97M-V/def2-TZVPD

M	181.24	g mol⁻¹
calculated total energy	-24295.6562	eV
charge	+1
Kohn-Sham gap	0.3307	hartree

Each line ends with the Mulliken charge.
CARTESIAN COORDINATES (ANGSTROEM)
1 C -1.345406 2.469406 1.796179  -0.765
2 C 1.456105 -1.579679 0.370444  -0.527
3 C -2.396392 2.148655 2.647667  -0.265
4 C 1.100972 -0.304896 0.753208  -0.210
5 C 1.029181 -1.702638 -0.950122  0.750
6 C -1.450598 1.667682 0.616941  0.605
7 C 1.179260 -2.912045 -1.765584  -1.233
8 C -0.410003 1.501304 -0.456906  -0.886
9 N -3.289057 1.310398 2.183349  -0.405
10 N 0.415399 0.276022 -0.220565  0.399
11 O 0.381844 -0.628800 -1.264821  -0.247
12 S -2.894033 0.778117 0.739080  0.153
13 H -0.598871 3.089432 2.105244  0.471
14 H 1.987985 -2.361919 0.972250  0.358
15 H -2.599400 2.701709 3.510585  0.441
16 H 1.341428 0.153477 1.672038  0.532
17 H 2.104695 -3.409615 -1.492949  0.358
18 H 0.389054 -3.598891 -1.639274  0.325
19 H 1.189996 -2.721446 -2.830457  0.379
20 H -0.917089 1.460777 -1.470873  0.378
21 H 0.151193 2.356429 -0.560740  0.390

Cartesian forces (eV/Å) of the 6 atoms listed first:
-1.3607 -3.3330 -2.3688
0.9658 -1.1612 -0.0124
-0.4864 0.3906 -1.1732
-0.3730 -0.1468 -0.2319
0.7464 -1.2058 2.8946
0.7314 1.2008 1.7067


[2]
Molecular formula: C25H20N2O3
Method: DFT, wB97M-V/def2-TZVPD

M	396.45	g mol⁻¹
calculated total energy	-35370.8964	eV
charge	0
Kohn-Sham gap	0.2487	hartree

Each line ends with the Mulliken charge.
CARTESIAN COORDINATES (ANGSTROEM)
1 C 5.966794 -1.978438 1.287448  -0.795
2 O 5.385359 -0.873289 2.015622  -0.444
3 C 4.113449 -0.505084 1.730565  0.882
4 C 3.269690 -1.243888 0.862051  -0.544
5 C 1.960776 -0.836296 0.694269  -0.654
6 C 1.442065 0.263719 1.408956  -0.019
7 C 0.041265 0.583052 1.258770  -0.295
8 C -0.945178 -0.367475 1.476117  1.394
9 C -2.390847 -0.141586 1.432565  0.114
10 C -3.156531 0.996663 1.266841  -0.201
11 C -4.552614 0.886136 1.360039  -0.850
12 C -5.165455 -0.359738 1.599691  -0.624
13 C -4.393934 -1.525104 1.749210  -0.926
14 C -3.013523 -1.383697 1.664407  0.232
15 N -2.003480 -2.336843 1.895048  0.153
16 C -2.248362 -3.732010 2.207331  -0.918
17 C -0.776089 -1.745429 1.809261  -0.592
18 C 2.310216 1.036013 2.222288  -0.337
19 C 3.608186 0.627698 2.426124  -0.806
20 H 7.005742 -1.992478 1.622209  0.241
21 H 5.465122 -2.924905 1.540176  0.323
22 H 5.912337 -1.812854 0.200611  0.335
23 H 3.620978 -2.145258 0.354424  0.352
24 H 1.305187 -1.354766 -0.007065  0.640
25 H -0.277863 1.596446 1.042825  0.351
26 H -2.645379 1.934752 1.054733  0.444
27 H -5.181496 1.775492 1.255285  0.385
28 H -6.249900 -0.412860 1.680878  0.381
29 H -4.837416 -2.498229 1.949651  0.246
30 H -3.333253 -3.880120 2.218348  0.270
31 H -1.788821 -4.385007 1.450875  0.322
32 H -1.830766 -3.990837 3.191447  0.347
33 H 0.163764 -2.285516 1.925964  0.613
34 H 1.925454 1.926214 2.726506  0.457
35 H 4.286420 1.125512 3.121332  0.402
36 C -0.032763 3.264115 -5.397892  -0.410
37 C 0.262841 3.597137 -4.065058  -0.395
38 C 0.067394 2.630299 -3.078059  0.164
39 C -0.405200 1.369910 -3.390292  0.313
40 C -0.697683 1.017617 -4.709143  -0.347
41 C -0.510996 1.977384 -5.718979  -0.432
42 C -0.521829 0.594869 -2.096825  -0.063
43 O -0.889158 -0.577911 -2.009253  -0.735
44 N -0.139497 1.448383 -1.086888  0.240
45 C 0.255403 2.676726 -1.583492  -0.125
46 O 0.675408 3.643592 -0.949002  -0.727
47 H 0.106941 4.001546 -6.188006  0.369
48 H 0.635234 4.573131 -3.761426  0.447
49 H -1.061529 0.012216 -4.904197  0.450
50 H -0.736444 1.731006 -6.756304  0.375

Cartesian forces (eV/Å) of the 6 atoms listed first:
-0.3009 0.4643 0.2692
0.0826 -0.2134 -0.4331
-0.8623 -0.4024 0.0878
0.7659 0.3145 0.4332
-0.4462 0.2839 0.4901
0.8997 -0.0297 -0.5506


One value per record, in order, for energy relative to the best compared isomer or geometry (same formula, charge and spin): 114.4, 329.9 kJ/mol.